Density functional theory data (ωB97M-V with the def2-TZVPD basis set) for a 11-piece molecular cluster, C26H77N7O11 overall in a non-equilibrium geometry.

CARTESIAN COORDINATES (ANGSTROEM)
C1 2.2704 4.1967 2.9009
O1 2.7965 3.0629 2.8448
N1 1.6286 4.8011 1.8037
N2 2.3965 4.9118 4.1056
H1 1.3545 5.7701 1.8376
H2 1.6994 4.3765 0.8964
H3 2.7215 4.4365 4.9510
H4 1.7355 5.6583 4.2353
C2 4.6509 -0.0235 3.0798
O2 5.1531 -1.1790 3.0623
N3 5.4664 1.1139 3.0792
N4 3.2881 0.1809 3.1072
H5 5.0347 2.0153 3.0960
H6 6.4307 1.0441 3.2918
H7 2.9440 1.1297 3.0855
H8 2.6119 -0.5604 3.1246
C3 -0.5221 -1.4131 4.5218
C4 0.3451 -2.3263 3.7301
O3 1.6537 -2.5085 4.3414
H9 0.0058 -0.5247 4.8667
H10 -0.8703 -1.7636 5.4844
H11 -1.4120 -1.1799 3.9784
H12 0.4906 -1.9806 2.7102
H13 -0.1231 -3.3014 3.6312
H14 2.2293 -2.8798 3.6673
C5 -0.6880 2.5560 4.1510
C6 -1.7122 2.9427 3.1269
O4 -2.8094 3.7030 3.6413
H15 -1.0728 2.0735 5.0507
H16 -0.0786 3.3898 4.4471
H17 0.0092 1.8232 3.7327
H18 -2.1647 2.0303 2.7466
H19 -1.2997 3.4377 2.2801
H20 -3.4112 4.1016 3.0116
C7 -3.8804 -0.4876 -2.5585
C8 -5.3868 -0.7414 -2.3276
O5 -5.7857 -1.4966 -1.2000
H21 -3.2748 -1.3815 -2.5056
H22 -3.4676 0.2127 -1.7982
H23 -3.8332 -0.0928 -3.5794
H24 -5.7277 -1.2326 -3.2690
H25 -5.9180 0.2099 -2.2656
H26 -5.6689 -0.8362 -0.4941
C9 3.5583 2.5096 -0.6316
C10 4.1181 1.1396 -0.8343
O6 3.3203 0.3006 -1.6963
H27 4.0748 3.0396 0.1663
H28 2.4961 2.4238 -0.3538
H29 3.5955 3.1706 -1.5051
H30 4.2373 0.7007 0.1620
H31 5.0770 1.1913 -1.3627
H32 3.6984 -0.5826 -1.6073
C11 2.8241 -3.2876 1.1791
C12 4.1791 -3.2030 0.4864
O7 5.2973 -3.5398 1.3598
H33 2.5209 -4.2155 1.6634
H34 2.0594 -3.0068 0.4603
H35 2.7849 -2.5509 1.9869
H36 4.2691 -2.2457 -0.0615
H37 4.3144 -3.9818 -0.2866
H38 5.3722 -2.7972 1.9655
C13 0.3335 0.9559 1.0179
C14 0.2305 0.0700 -0.2414
O8 0.3978 0.7323 -1.5214
H39 0.2205 0.3262 1.8809
H40 -0.4209 1.7604 1.0621
H41 1.3126 1.4591 1.1363
H42 -0.7846 -0.3636 -0.2610
H43 0.9877 -0.7320 -0.2192
H44 1.3455 0.7434 -1.6771
C15 1.4970 2.1958 -8.8226
C16 0.3058 1.7154 -8.0159
C17 0.5285 1.5612 -6.5546
O9 1.4743 0.5716 -6.1797
C18 1.9126 0.5927 -4.8457
N5 -0.8922 2.5518 -8.1011
H45 1.7676 3.2481 -8.6992
H46 1.2775 2.1351 -9.8883
H47 2.3511 1.5658 -8.6114
H48 0.0069 0.7331 -8.4294
H49 -0.4625 1.2201 -6.1807
H50 0.7481 2.5597 -6.1110
H51 2.5342 1.4206 -4.5324
H52 2.5184 -0.3124 -4.6364
H53 1.1487 0.5206 -4.0465
H54 -0.6929 3.5185 -7.7663
H55 -1.0826 2.7048 -9.1067
C19 1.0478 -3.8823 -2.7650
C20 -0.4202 -3.5796 -3.1552
C21 -1.3956 -3.9080 -2.0670
O10 -1.0289 -3.2992 -0.8311
C22 -1.8642 -3.6976 0.2359
N6 -0.6509 -2.2115 -3.6308
H56 1.7690 -3.6778 -3.5599
H57 1.1075 -4.9503 -2.5317
H58 1.4273 -3.3862 -1.8750
H59 -0.6816 -4.2169 -3.9928
H60 -1.5094 -5.0345 -1.9981
H61 -2.3765 -3.5170 -2.3746
H62 -1.7069 -4.7801 0.4339
H63 -2.9258 -3.5391 0.0131
H64 -1.6336 -3.0571 1.1013
H65 0.2311 -1.8474 -4.0236
H66 -0.6639 -1.6544 -2.7842
C23 -3.5012 -0.4800 1.5335
C24 -4.8196 -0.3527 2.2818
C25 -4.5441 0.2409 3.6533
O11 -4.0093 -0.7848 4.4521
C26 -3.6642 -0.3306 5.7367
N7 -5.7611 0.3026 1.3525
H67 -3.1685 0.5262 1.2334
H68 -3.5361 -1.0949 0.6151
H69 -2.7536 -0.9345 2.1996
H70 -5.1178 -1.3982 2.4284
H71 -5.4971 0.5732 4.1163
H72 -3.9156 1.1281 3.4950
H73 -3.4055 -1.2152 6.3050
H74 -4.4839 0.2016 6.2647
H75 -2.7713 0.3027 5.7198
H76 -5.3130 1.2058 1.2463
H77 -6.6331 0.5611 1.8081

molecular weight: 663.94 g mol⁻¹
structure (SMILES): COC[C@H](C)N.COC[C@H](C)N.COC[C@H](C)N.NC(N)=O.NC(N)=O.CCO.CCO.CCO.CCO.CCO.CCO
energy relative to the best compared isomer or geometry (same formula, charge and spin): 0.00 kJ/mol
strongest force on any atom: 2.3 eV/Å
E: -2247.68099 hartree

Atom charges from the Mulliken analysis, given in e for atoms 1 to 99: C 0.37; O -0.67; N -0.27; N -0.52; H 0.21; H 0.20; H 0.25; H 0.20; C 0.38; O -0.79; N -0.26; N 0.18; H 0.15; H 0.22; H 0.13; H 0.17; C -0.56; C 0.29; O -0.67; H 0.23; H 0.52; H -0.29; H -0.17; H 0.43; H 0.40; C -0.53; C 0.42; O -0.61; H 0.31; H 0.25; H -0.12; H -0.47; H 0.50; H 0.32; C -0.28; C -0.46; O -0.51; H -0.22; H 0.18; H 0.42; H 0.32; H 0.32; H 0.23; C -0.66; C -0.05; O -0.37; H 0.37; H -0.18; H 0.43; H 0.07; H 0.35; H 0.20; C 1.05; C -0.36; O -0.61; H 0.49; H -0.35; H -1.25; H 0.04; H 0.34; H 0.47; C 0.75; C 0.28; O -0.62; H -0.15; H -0.07; H -0.60; H -0.10; H 0.25; H 0.07; C -1.42; C 0.53; C -0.67; O -0.36; C -0.67; N -0.69; H 0.30; H 0.37; H 0.35; H 0.21; H 0.29; H 0.32; H 0.45; H 0.30; H 0.13; H 0.27; H 0.28; C -1.25; C 0.54; C -0.97; O 0.13; C -0.67; N -0.62; H 0.45; H 0.42; H 0.07; H 0.33; H 0.40; H 0.32